The following is a DFT calculation (ωB97M-V/def2-TZVPD) of a 3-piece molecular cluster, C44H77FN5O6S3 overall.

Each line ends with the Löwdin spin population.
Atoms and positions in Å:
C 1.54212 1.94310 5.95084  0.000
C 1.62555 3.47675 5.36959  0.000
S 1.51106 3.62750 3.50683  0.000
C 0.22555 2.45429 2.78194  0.000
N -1.13292 3.11952 2.52586  0.001
C -1.97350 3.35961 3.79791  -0.002
C -3.47030 4.04444 3.78476  0.001
C -4.07949 4.46619 2.31284  -0.001
C -5.56884 5.15924 2.09466  0.000
O -6.72269 4.50230 2.24286  0.000
O -5.53829 6.59869 1.67500  0.000
C -4.74429 7.38182 2.63829  0.000
F -5.15734 7.02787 4.03360  0.000
C -4.96056 8.99814 2.29427  0.000
C -3.85523 9.41664 1.13421  0.000
C -3.14908 4.17246 0.96228  0.002
C -3.82015 4.57864 -0.47756  0.000
C -4.94900 3.38861 -0.80544  0.000
N -4.41814 2.03766 -0.34417  0.000
C -4.58132 0.96399 -1.39889  0.000
C -3.63146 1.14095 -2.72354  0.000
C -5.29919 1.54360 0.82268  0.000
C -6.91690 1.23513 0.68302  0.000
O -4.76064 1.30463 2.04978  0.000
C -1.63438 3.49832 1.15011  -0.001
C -0.76443 3.28594 -0.22151  0.000
C -0.24448 4.66545 -0.93944  0.000
C 0.11421 5.89219 0.08727  0.000
S 1.36646 7.13938 -0.63386  0.000
C 2.82479 6.18530 -1.41611  0.000
S 2.68334 5.95938 -3.12943  0.000
N 3.97738 5.65057 -0.59471  0.000
C 3.58273 4.48964 0.29112  0.000
C 3.79377 3.00191 -0.41602  0.000
O 5.17234 2.80660 -0.92696  0.000
C 5.26624 3.81770 -2.03056  0.000
C 5.21216 5.36916 -1.42239  0.000
H 1.74489 1.86967 7.11126  0.000
H 0.44694 1.49935 5.77986  0.000
H 2.27277 1.18147 5.43617  0.000
H 2.67965 3.90614 5.72836  0.000
H 0.72497 4.06907 5.88175  0.000
H 0.01029 1.65057 3.63838  0.000
H 0.63064 1.84332 1.87017  0.000
H -1.55771 3.04716 4.87241  0.000
H -4.09728 4.19461 4.78097  0.000
H -3.58269 7.20067 2.57436  0.000
H -6.07108 9.21484 1.98676  0.000
H -4.62605 9.56912 3.27920  0.000
H -3.05904 8.56048 0.95253  0.000
H -4.44277 9.57288 0.11707  0.000
H -3.24773 10.38986 1.38849  0.000
H -3.08825 4.56813 -1.39104  0.000
H -4.41559 5.59075 -0.47920  0.000
H -5.97570 3.68197 -0.27207  0.000
H -5.20192 3.37969 -1.96698  0.000
H -5.67925 0.80768 -1.78055  0.000
H -4.27222 -0.06218 -0.87339  0.000
H -3.29963 0.04343 -3.05584  0.000
H -4.19720 1.64151 -3.63673  0.000
H -2.64599 1.74857 -2.55491  0.000
H -7.49191 1.27008 1.70223  0.000
H -7.40539 2.05621 -0.01907  0.000
H -7.13796 0.19664 0.17274  0.000
H 0.15869 2.57414 -0.12700  0.000
H -1.49872 2.76318 -1.00397  0.000
H 0.71695 4.36439 -1.58012  0.000
H -1.00592 5.11137 -1.73950  0.000
H 0.49095 5.45393 1.10656  0.000
H -0.87810 6.52183 0.26390  0.000
H 4.26192 4.57609 1.26904  0.000
H 2.47387 4.51455 0.66945  0.000
H 3.51995 2.19764 0.41655  0.000
H 2.97832 2.85041 -1.27150  0.000
H 4.38830 3.57766 -2.76646  0.000
H 6.31930 3.59630 -2.54716  0.000
H 6.13668 5.42808 -0.67125  0.000
H 5.42885 6.17943 -2.24825  0.000
C -0.02154 -4.98451 -2.22621  0.001
C -0.54535 -3.94954 -3.25974  0.022
C 0.50309 -3.70777 -4.38167  0.014
C 1.66868 -2.83059 -3.95395  0.001
C 1.16035 -1.51247 -3.38329  0.012
C 0.14983 -1.70875 -2.22250  0.022
N -0.95078 -2.68472 -2.55725  0.316
O -1.85657 -2.01248 -3.40011  0.606
C 0.92949 -2.17160 -0.96039  0.001
C -0.39895 -0.30463 -1.79947  -0.001
C -1.74763 -4.71105 -3.92191  -0.001
H -0.84775 -5.51201 -1.73524  0.000
H 0.60616 -5.74322 -2.71080  0.000
H 0.57366 -4.57178 -1.41922  0.000
H 0.01672 -3.23061 -5.24405  0.002
H 0.89306 -4.66409 -4.75141  0.001
H 2.29396 -3.36182 -3.22317  0.000
H 2.31163 -2.62928 -4.81888  0.001
H 2.01797 -0.91780 -3.04307  0.001
H 0.69458 -0.93520 -4.19397  0.002
H 0.24631 -2.51062 -0.17334  0.001
H 1.52437 -1.35329 -0.53692  0.000
H 1.65413 -2.96219 -1.16462  0.000
H -0.86996 0.23361 -2.63278  -0.001
H 0.40762 0.34429 -1.44165  0.000
H -1.12990 -0.39622 -0.99100  0.000
H -2.55844 -4.87542 -3.20140  0.000
H -1.42812 -5.69625 -4.28528  0.000
H -2.16204 -4.18081 -4.78536  -0.001
C 3.30264 -8.71901 2.69597  0.001
C 2.47065 -8.16677 1.50578  0.022
C 2.04082 -9.31514 0.55034  0.013
C 3.16063 -9.82019 -0.34517  0.001
C 3.78382 -8.66526 -1.11931  0.012
C 4.27603 -7.51859 -0.19738  0.022
N 3.23739 -7.08086 0.80539  0.312
O 2.30063 -6.29100 0.11158  0.611
C 5.57259 -7.98377 0.52204  0.001
C 4.77867 -6.33964 -1.09689  -0.001
C 1.16586 -7.65576 2.21304  -0.001
H 3.21335 -8.07496 3.57866  0.000
H 2.95850 -9.71953 2.98752  0.000
H 4.36788 -8.80808 2.51382  0.000
H 1.21931 -8.97090 -0.09353  0.002
H 1.63588 -10.15741 1.12475  0.001
H 3.91624 -10.34666 0.25408  0.000
H 2.76033 -10.55773 -1.05073  0.001
H 4.61569 -9.04978 -1.72348  0.001
H 3.04293 -8.28143 -1.83425  0.002
H 5.85096 -7.29260 1.32573  0.001
H 6.42067 -8.02533 -0.17214  0.000
H 5.50215 -8.99314 0.93198  0.000
H 4.00547 -5.97441 -1.78589  -0.001
H 5.61786 -6.65264 -1.72734  0.000
H 5.12182 -5.49920 -0.48680  0.000
H 1.37869 -6.80420 2.87115  0.000
H 0.72736 -8.44754 2.83397  0.000
H 0.38971 -7.35170 1.50342  -0.001

- Charge: +1
- Expectation value of S²: 2.0097
- Frontier orbital gap (spin up / spin down): 5.9 / 5.9 eV
- HOMO energy (spin up / spin down): -0.38234 / -0.38234 hartree
- Spin multiplicity: 3



The following is a DFT calculation (ωB97M-V/def2-TZVPD) of C44H80F6N5O22S2Sr as an isolated structure.

Each line ends with the Mulliken charge.
Atoms and positions in Å:
Sr -0.49851 2.34493 2.93965  2.044
C -1.24370 0.95636 -1.33679  0.332
F -2.05921 0.04193 -0.84823  -0.028
F -0.86075 0.63866 -2.55047  -0.123
F -1.88511 2.13003 -1.42304  -0.111
S 0.22367 1.29401 -0.16095  -0.068
O 1.41305 0.72559 -0.67670  -0.272
O 0.17222 2.72618 0.02915  -0.344
N -0.33213 0.59054 1.26197  0.598
S 0.01006 -0.98076 1.08860  -1.001
O 0.14053 -1.63990 -0.17081  -0.038
O 1.08761 -1.27421 2.00460  -0.377
C -1.45136 -1.79786 1.89275  -0.013
F -2.58266 -1.52290 1.25123  -0.205
F -1.24202 -3.09338 1.79692  0.071
F -1.53361 -1.44342 3.17699  -0.235
C 3.08104 1.82114 2.08366  -1.262
O 2.11570 1.83555 3.14139  0.753
C 2.57300 1.31483 4.37400  -0.987
C 1.44566 1.42184 5.38384  -0.589
N 0.14523 0.89676 4.89059  0.323
C -0.75707 0.81260 6.05588  -0.855
C -2.16172 0.46381 5.55287  -0.803
O -2.48052 1.18153 4.38323  -0.139
C -3.56230 0.64685 3.63269  -0.459
H 2.81417 2.59087 1.36765  0.160
H 3.07030 0.83358 1.60700  0.271
H 4.09216 1.88836 2.49315  0.482
H 3.43877 1.89378 4.72547  0.466
H 2.97760 0.30039 4.27877  0.377
H 1.29403 2.44179 5.74053  0.243
H 1.82344 0.84403 6.23688  0.395
H 0.28976 -0.06399 4.57012  -0.254
H -0.83172 1.84748 6.40723  0.383
H -0.47508 0.13184 6.85754  0.359
H -2.86888 0.71491 6.35572  0.460
H -2.25792 -0.62821 5.52574  0.403
H -3.24098 0.18094 2.70490  0.002
H -4.31461 1.39792 3.38909  0.066
H -4.11092 -0.10056 4.21014  0.451
C -5.89515 3.28373 2.14952  -0.881
O -4.62906 3.89762 1.98341  -0.372
C -3.76879 3.31156 1.03888  -0.049
C -2.64595 4.29243 0.79462  -1.255
N -1.70896 4.38102 1.93029  0.237
C -0.73611 5.42184 1.62571  -0.723
C 0.18921 5.66174 2.80605  -0.885
O 1.08627 4.58525 2.99289  0.521
C 1.92455 4.86883 4.11167  -0.979
H -6.65880 3.73494 1.50532  0.301
H -6.26558 3.59972 3.12743  0.263
H -5.81570 2.20425 2.03569  0.401
H -4.32398 3.21865 0.08959  0.513
H -3.50291 2.25935 1.22993  -0.183
H -3.19273 5.23394 0.67505  0.382
H -2.09449 4.05487 -0.10875  0.627
H -2.24970 4.59168 2.76558  0.230
H -1.22120 6.36037 1.32994  0.471
H -0.16279 5.13905 0.74023  0.252
H -0.35202 5.83915 3.75193  0.370
H 0.62899 6.65199 2.62794  0.463
H 2.31355 5.88270 4.12677  0.430
H 2.74235 4.15174 4.17083  0.104
H 1.35030 4.61668 5.01552  0.283
C -1.40869 -7.01476 -4.43552  -0.473
O -2.41368 -6.39234 -5.18320  -0.319
C -3.52262 -7.16134 -5.57675  -0.674
C -4.61968 -7.14515 -4.50847  -0.439
N -4.77043 -5.79288 -3.95784  -0.395
C -5.49806 -5.79330 -2.67809  -0.726
C -5.13930 -4.61631 -1.82578  -0.649
O -4.11085 -4.97409 -0.87645  -0.106
C -3.95034 -3.99699 0.09784  -0.711
H -0.44736 -6.51420 -4.57869  0.239
H -1.25844 -8.06636 -4.69486  0.343
H -1.61055 -6.86654 -3.36383  0.026
H -3.22926 -8.18827 -5.81790  0.406
H -3.92441 -6.69946 -6.47990  0.308
H -4.27704 -7.78788 -3.67464  0.228
H -5.53828 -7.61193 -4.86494  0.446
H -3.82493 -5.61182 -3.62132  0.222
H -5.49112 -6.75314 -2.14238  0.348
H -6.57059 -5.68455 -2.89230  0.361
H -5.98241 -4.37848 -1.16599  0.467
H -4.80476 -3.74557 -2.39467  0.322
H -3.48502 -3.08064 -0.28317  0.194
H -3.23657 -4.35379 0.84543  0.157
H -4.87217 -3.77548 0.65239  0.374
C 8.69124 7.95770 0.05390  -0.776
O 7.61886 7.53611 -0.75534  -0.297
C 6.58585 8.48230 -0.82255  -0.626
C 5.29823 7.90944 -1.34422  -0.644
N 4.88930 6.72788 -0.58287  -0.322
C 3.79168 5.99450 -1.17638  -0.913
C 3.86291 4.54127 -0.75632  0.031
O 4.73668 3.85851 -1.61487  -0.406
C 4.84880 2.49632 -1.27203  -0.409
H 9.38212 7.11646 0.01503  0.241
H 8.43578 8.23795 1.07933  0.331
H 9.22199 8.82292 -0.36638  0.304
H 6.85405 9.27194 -1.54916  0.384
H 6.44455 9.07888 0.08841  0.392
H 5.48262 7.53685 -2.36745  0.362
H 4.57729 8.71424 -1.49198  0.367
H 5.72603 6.15475 -0.55183  0.279
H 3.70644 6.04167 -2.27615  0.393
H 2.85179 6.47861 -0.88003  0.300
H 2.87536 4.06359 -0.85243  0.122
H 4.12487 4.58333 0.31140  0.304
H 4.97159 2.35973 -0.18694  0.125
H 5.74450 2.09773 -1.74148  0.351
H 3.95351 1.92304 -1.54099  0.115
C -1.32820 -7.47219 -0.17479  0.050
C -0.60011 -6.30889 0.00652  -0.310
C -0.13887 -6.00598 1.27595  -0.115
C -0.57589 -6.71522 2.38397  -0.549
C -1.28936 -7.88766 2.21083  -0.772
C -1.65368 -8.25930 0.92684  0.615
O -2.24695 -9.49551 0.80650  -0.568
O 0.65551 -4.89463 1.38296  -0.063
H -1.82021 -7.74822 -1.10072  -0.094
H -0.30273 -5.75714 -0.87527  0.475
H -0.15755 -6.37753 3.32714  0.401
H -1.52070 -8.57190 3.01492  0.428
H -2.78026 -9.49682 0.00450  0.301
H 1.04079 -4.77000 2.25472  0.155
C 3.40575 -2.88944 0.57638  0.336
C 3.49496 -2.69621 -0.79132  -0.391
C 4.71043 -2.31779 -1.34988  0.568
C 5.81907 -2.01246 -0.57996  -0.924
C 5.76573 -2.31123 0.78172  -0.761
C 4.57579 -2.78464 1.31696  0.282
O 4.57540 -3.45388 2.51691  -0.528
O 4.69417 -2.10764 -2.71584  -0.485
H 2.61003 -3.46174 1.02865  -0.049
H 2.70932 -2.84798 -1.51324  0.547
H 6.81207 -1.79088 -0.95319  0.437
H 6.66058 -2.25915 1.38826  0.396
H 5.40826 -3.69856 2.92278  0.314
H 5.48359 -1.62815 -2.98203  0.291
C 1.24081 -1.75001 -3.40892  0.610
C 0.06741 -2.72689 -3.34727  0.214
O -0.81082 -2.26876 -4.38836  -0.310
C -0.41918 -1.04758 -4.79018  0.436
O -0.94141 -0.42376 -5.65821  -0.604
O 0.71834 -0.66505 -4.16577  -0.364
H 2.15633 -2.14121 -3.84355  0.347
H 1.37249 -1.46040 -2.36602  -0.476
H -0.56404 -2.56772 -2.47053  -0.134
H 0.36922 -3.77135 -3.35701  0.367
C -3.53936 1.97065 -5.45162  -0.296
C -4.12857 1.74363 -4.04098  0.373
O -5.40399 1.18151 -4.31059  -0.374
C -5.76502 1.38578 -5.59243  0.598
O -6.82949 1.19484 -6.02515  -0.493
O -4.75228 2.00135 -6.24875  -0.375
H -2.96099 1.10874 -5.77110  0.323
H -3.14237 2.96988 -5.58239  0.304
H -4.32317 2.67751 -3.51310  0.120
H -3.50887 1.02230 -3.51507  -0.211

- Charge: +1
- Frontier orbital gap: 6.7 eV
- HOMO energy: -0.34884 hartree
- Spin multiplicity: 1